Record 1
{"formula": "C4H12N2O2", "method": "ωB97M-V/def2-TZVPD", "elements": ["C", "C", "O", "O", "H", "H", "H", "H", "N", "C", "C", "N", "H", "H", "H", "H", "H", "H", "H", "H"], "positions_angstrom": [[-1.329, 0.151, -2.856], [-1.419, -0.464, -1.483], [-2.181, -0.119, -0.617], [-0.536, -1.465, -1.330], [-1.188, -0.658, -3.567], [-2.224, 0.720, -3.068], [-0.461, 0.814, -2.886], [-0.206, -1.499, -0.395], [0.511, -1.250, 1.241], [1.060, 0.067, 0.925], [1.529, 0.879, 2.119], [1.980, 2.204, 1.692], [1.249, -1.840, 1.610], [-0.149, -1.171, 2.010], [1.863, -0.058, 0.199], [0.326, 0.671, 0.384], [0.688, 1.029, 2.795], [2.268, 0.305, 2.696], [2.253, 2.742, 2.507], [2.814, 2.117, 1.121]], "relative_energy_ev": 0.893, "e_homo_ev": -9.8, "fmax_ev_per_a": 0.659, "smiles": "CC(=O)O.NCCN", "e_lumo_ev": 0.85, "gap_ev": 10.6}



Record 2
{"formula": "C16H26N2OS", "method": "ωB97M-V/def2-TZVPD", "elements": ["O", "S", "C", "N", "N", "C", "C", "C", "C", "C", "C", "C", "C", "C", "C", "C", "C", "C", "C", "C", "H", "H", "H", "H", "H", "H", "H", "H", "H", "H", "H", "H", "H", "H", "H", "H", "H", "H", "H", "H", "H", "H", "H", "H", "H", "H"], "positions_angstrom": [[-0.995, 4.150, 2.601], [1.427, -2.368, -1.456], [-0.729, 3.182, 1.894], [0.116, 0.554, 1.671], [-0.213, 1.649, -0.379], [0.438, -2.685, 1.107], [-1.033, -3.223, -0.860], [1.794, 3.883, 2.058], [-3.339, 2.428, 1.711], [1.974, -0.583, -1.490], [1.049, 1.530, 2.118], [0.598, 2.929, -0.092], [-1.230, 0.772, 2.150], [-1.686, 1.848, -0.065], [1.823, 0.104, -0.151], [-0.568, -0.838, -0.428], [0.277, 0.393, 0.161], [-0.007, -2.272, -0.290], [0.742, 2.896, 1.503], [-1.760, 2.063, 1.487], [0.773, -3.695, 1.169], [1.089, -1.967, 1.541], [-0.400, -2.676, 1.825], [-1.221, -3.007, -1.907], [-0.722, -4.302, -0.844], [-1.965, -3.117, -0.296], [1.857, 4.864, 1.608], [2.801, 3.451, 1.766], [1.692, 3.996, 3.115], [-3.502, 3.349, 1.128], [-3.994, 1.662, 1.359], [-3.490, 2.642, 2.781], [3.074, -0.610, -1.763], [1.497, -0.228, -2.388], [0.894, 1.521, 3.223], [2.106, 1.240, 1.922], [1.466, 2.904, -0.724], [-0.015, 3.830, -0.415], [-1.294, 0.904, 3.179], [-1.814, -0.027, 1.877], [-2.301, 1.093, -0.428], [-2.030, 2.792, -0.592], [2.235, -0.566, 0.562], [2.437, 1.024, -0.186], [-0.714, -0.685, -1.545], [-1.469, -0.849, 0.133]], "relative_energy_ev": 3.215, "e_homo_ev": -7.9, "fmax_ev_per_a": 4.686, "e_lumo_ev": 0.62, "gap_ev": 8.5}



Record 3
{"formula": "C4H2Cl2F2", "method": "ωB97M-V/def2-TZVPD", "elements": ["C", "C", "C", "C", "F", "F", "Cl", "Cl", "H", "H"], "positions_angstrom": [[-1.056, 0.313, 0.180], [-1.292, -0.320, -0.958], [0.234, 0.151, 0.735], [1.110, -0.360, -0.439], [0.283, -0.768, 1.755], [0.787, 1.320, 1.190], [1.718, 0.775, -1.512], [2.015, -1.769, -0.132], [-1.765, 0.971, 0.758], [-2.035, -0.314, -1.578]], "relative_energy_ev": 3.390, "e_homo_ev": [-8.7, -9.9], "fmax_ev_per_a": 7.042, "e_lumo_ev": [-0.88, -0.64], "gap_ev": [7.9, 9.3]}



Record 4
{"formula": "C20H28GaNO2Se", "method": "ωB97M-V/def2-TZVPD", "elements": ["O", "C", "C", "H", "H", "C", "H", "H", "C", "H", "H", "H", "C", "H", "H", "H", "Ga", "C", "C", "C", "H", "C", "C", "H", "H", "H", "H", "C", "C", "C", "H", "C", "C", "H", "H", "H", "H", "O", "C", "C", "H", "H", "C", "H", "H", "C", "H", "H", "H", "H", "Se", "C", "N"], "positions_angstrom": [[0.562, 0.324, -4.652], [0.363, 1.628, -5.237], [0.119, 1.035, -6.620], [1.252, 2.255, -5.140], [-0.486, 2.149, -4.788], [0.337, -0.334, -5.947], [0.857, 1.293, -7.375], [-0.879, 1.190, -7.025], [1.574, -1.080, -6.385], [2.440, -0.420, -6.393], [1.444, -1.490, -7.387], [1.783, -1.905, -5.704], [-0.881, -1.224, -5.884], [-1.751, -0.665, -5.545], [-0.715, -2.047, -5.189], [-1.103, -1.646, -6.864], [0.000, 0.000, 3.362], [-1.958, -0.491, 4.608], [-1.660, 0.872, 4.782], [-1.837, 1.509, 3.532], [-1.326, 1.346, 5.688], [-2.246, 0.539, 2.601], [-2.303, -0.703, 3.252], [-2.558, -1.648, 2.802], [-1.918, -1.243, 5.376], [-1.641, 2.546, 3.329], [-2.434, 0.713, 1.555], [1.106, -1.439, 4.912], [0.336, -2.237, 4.032], [0.865, -2.103, 2.734], [-0.510, -2.844, 4.302], [1.984, -1.239, 2.822], [2.133, -0.845, 4.159], [2.850, -0.135, 4.526], [0.935, -1.303, 5.966], [0.507, -2.605, 1.852], [2.583, -0.888, 1.999], [0.325, 0.599, 1.220], [-0.046, -0.281, 0.137], [-0.358, 0.622, -1.038], [-0.887, -0.888, 0.462], [0.798, -0.941, -0.072], [0.567, 1.806, -0.785], [-1.400, 0.942, -1.006], [-0.185, 0.130, -1.992], [0.498, 1.953, 0.719], [0.255, 2.713, -1.298], [1.583, 1.570, -1.101], [-0.361, 2.545, 1.034], [1.384, 2.362, 1.188], [0.000, 0.000, 8.432], [0.000, 0.000, 6.678], [0.000, 0.000, 5.362]], "relative_energy_ev": 4.160, "e_homo_ev": -5.8, "fmax_ev_per_a": 12.724, "e_lumo_ev": -0.92, "gap_ev": 4.9}



Record 5
{"formula": "C38H50AsN8O8PPbS3", "method": "ωB97M-V/def2-TZVPD", "elements": ["Pb", "O", "C", "N", "C", "O", "C", "C", "C", "C", "C", "N", "C", "C", "C", "C", "C", "N", "H", "H", "H", "H", "H", "H", "H", "H", "N", "C", "C", "C", "C", "C", "C", "S", "O", "O", "N", "C", "N", "C", "C", "C", "N", "H", "H", "H", "H", "H", "H", "H", "H", "H", "C", "C", "C", "O", "P", "S", "S", "O", "C", "C", "C", "H", "H", "H", "H", "H", "H", "H", "H", "H", "H", "H", "H", "H", "H", "O", "C", "C", "C", "C", "O", "N", "H", "H", "H", "H", "C", "C", "As", "C", "C", "C", "C", "H", "H", "H", "H", "H", "H", "H", "H", "H", "H", "H", "H", "H", "H", "H"], "positions_angstrom": [[0.480, -0.617, -0.076], [-2.743, -0.121, -3.683], [-1.851, -0.439, -2.894], [-1.750, -0.158, -1.585], [-2.815, 0.361, -0.923], [-3.999, 0.074, -1.058], [-2.468, 1.413, 0.126], [-3.505, 2.147, 0.689], [-3.207, 3.101, 1.644], [-1.886, 3.285, 2.019], [-0.916, 2.510, 1.406], [-1.197, 1.610, 0.470], [-0.659, -1.203, -3.454], [-0.764, -1.732, -4.736], [0.308, -2.432, -5.261], [1.455, -2.567, -4.496], [1.472, -2.001, -3.232], [0.442, -1.338, -2.714], [-4.516, 1.929, 0.374], [-3.998, 3.681, 2.106], [-1.606, 4.005, 2.777], [0.130, 2.601, 1.670], [-1.685, -1.573, -5.278], [0.249, -2.873, -6.249], [2.313, -3.124, -4.846], [2.348, -2.093, -2.602], [-4.303, -2.811, -0.870], [-3.022, -3.385, -0.920], [-2.340, -3.480, -2.135], [-1.033, -3.933, -2.163], [-0.403, -4.302, -0.983], [-1.099, -4.292, 0.216], [-2.408, -3.854, 0.241], [1.346, -4.541, -0.983], [1.697, -5.501, 0.034], [1.741, -4.840, -2.346], [1.748, -3.016, -0.597], [3.003, -2.584, -0.677], [3.111, -1.225, -0.593], [4.310, -0.684, -0.658], [5.459, -1.442, -0.829], [5.253, -2.815, -0.935], [4.073, -3.396, -0.868], [-4.362, -2.010, -1.491], [-4.505, -2.478, 0.064], [-2.819, -3.131, -3.043], [-0.471, -3.957, -3.089], [-0.603, -4.552, 1.142], [-2.916, -3.779, 1.196], [4.346, 0.402, -0.583], [6.442, -0.998, -0.888], [6.099, -3.484, -1.087], [-4.058, 0.475, 4.059], [-3.882, -0.887, 4.712], [-4.576, -1.978, 3.911], [-2.482, -1.117, 4.967], [-1.410, -1.941, 4.052], [-1.675, -3.868, 4.240], [-1.465, -1.114, 2.217], [-0.071, -1.543, 4.844], [0.380, -0.302, 5.385], [0.083, 0.909, 4.520], [-0.138, -0.147, 6.809], [-5.121, 0.709, 3.957], [-3.595, 0.472, 3.074], [-3.586, 1.253, 4.662], [-4.323, -0.861, 5.716], [-4.151, -2.038, 2.908], [-5.637, -1.731, 3.827], [-4.462, -2.949, 4.386], [1.466, -0.435, 5.413], [-0.988, 1.090, 4.446], [0.470, 0.765, 3.509], [0.558, 1.787, 4.970], [-1.204, 0.082, 6.810], [0.403, 0.660, 7.310], [0.019, -1.072, 7.364], [2.572, 2.622, -0.016], [2.740, 2.000, 1.032], [3.807, 2.386, 2.064], [3.695, 1.285, 3.106], [2.669, 0.324, 2.491], [2.423, -0.774, 2.932], [2.082, 0.882, 1.391], [3.609, 3.393, 2.432], [4.776, 2.407, 1.562], [3.298, 1.632, 4.062], [4.622, 0.748, 3.306], [0.596, 1.416, -5.491], [0.095, 2.453, -4.493], [0.896, 2.213, -2.695], [2.764, 2.674, -3.168], [3.078, 3.988, -3.871], [0.180, 3.856, -1.849], [0.081, 5.164, -2.627], [0.120, 1.539, -6.468], [0.385, 0.401, -5.149], [1.676, 1.499, -5.639], [-0.987, 2.364, -4.361], [0.293, 3.459, -4.869], [3.089, 1.828, -3.782], [3.305, 2.602, -2.226], [2.389, 4.198, -4.692], [4.089, 3.976, -4.290], [3.027, 4.825, -3.173], [0.775, 3.980, -0.944], [-0.818, 3.554, -1.524], [1.061, 5.601, -2.820], [-0.499, 5.898, -2.060], [-0.419, 5.034, -3.587]], "charge": -2, "relative_energy_ev": 0.539, "e_homo_ev": -2.7, "fmax_ev_per_a": 0.588, "e_lumo_ev": 4.13, "gap_ev": 6.9}



| no. | M (g mol⁻¹) |
| --- | --- |
| 1 | 120.152 |
| 2 | 294.464 |
| 3 | 158.962 |
| 4 | 463.132 |
| 5 | 1156.163 |